21
Properties=species:S:1:pos:R:3:forces:R:3:nbo_charge:R:1 method="wB97M-V/def2-TZVPD" lumo_ev="3.0 / 2.9" orbital_gap_ev="2.09 / 8.77" spin_multiplicity=2 total_charge=-1 relative_energy_ev=1.625
N -1.531 0.314 2.844 7.2 -4.4 4.2 -0.842
C -1.385 -0.774 1.915 -3.3 -0.6 -0.3 -0.234
C -1.924 -0.328 0.502 2.4 -2.7 -0.3 -0.596
S -1.020 1.132 -0.161 -2.5 -0.1 -1.1 0.053
S 0.877 0.995 0.142 3.2 -0.2 0.6 0.016
C 1.919 0.078 -1.116 1.5 0.5 -0.2 -0.570
C 3.224 -0.496 -0.371 -3.6 0.7 -1.6 -0.622
H -2.020 1.033 2.629 -4.3 5.5 -2.5 0.344
H -0.588 0.728 3.184 -2.1 -1.2 -0.9 0.355
H -2.096 -1.621 2.270 0.8 1.1 -0.7 0.166
H -0.436 -1.298 1.963 0.4 0.7 -0.4 0.214
H -2.957 -0.007 0.505 -0.3 0.1 0.3 0.212
H -1.836 -1.270 -0.175 -0.2 1.8 0.7 0.241
H 2.286 0.597 -2.042 -0.6 0.6 1.1 0.200
H 1.329 -0.671 -1.555 -0.9 -1.5 -0.2 0.243
H 2.853 -1.323 0.193 0.5 -0.8 0.4 0.212
H 3.923 -0.665 -1.144 0.8 -0.9 -0.6 0.211
H 3.583 0.282 0.211 0.9 1.3 1.5 0.192
H -0.169 -3.168 -3.130 -0.1 -0.9 0.6 0.323
H -0.086 -2.015 -3.936 0.1 1.0 -1.4 0.341
O -0.224 -2.213 -3.019 -0.1 0.0 0.9 -1.460

***

24
Properties=species:S:1:pos:R:3:forces:R:3:nbo_charge:R:1 method="wB97M-V/def2-TZVPD" smiles=BrCCBr.BrCCBr.BrCCBr lumo_ev=0.3 orbital_gap_ev=10.39 spin_multiplicity=1 relative_energy_ev=0.231
Br -5.537 -0.813 -0.158 -0.2 0.1 0.0 0.003
C -5.060 -1.403 -1.938 0.5 0.0 -0.2 -0.453
C -3.803 -0.690 -2.385 0.2 -0.2 -0.1 -0.441
Br -3.478 -1.087 -4.261 0.0 -0.1 -0.1 -0.021
H -5.878 -1.226 -2.626 -0.2 0.0 0.2 0.230
H -4.854 -2.464 -1.845 -0.2 -0.1 -0.1 0.226
H -2.929 -1.068 -1.868 0.0 0.1 0.1 0.231
H -3.829 0.391 -2.309 -0.2 0.0 0.1 0.229
Br -2.186 -0.496 1.030 -0.2 0.0 0.1 0.011
C -0.618 -1.175 1.901 0.8 -0.4 0.1 -0.471
C 0.568 -0.238 1.811 -0.6 -0.1 -0.4 -0.456
Br 0.240 1.468 2.643 0.1 0.2 0.2 -0.007
H -0.374 -2.089 1.359 0.1 0.0 0.0 0.227
H -0.821 -1.475 2.926 -0.4 0.3 0.0 0.226
H 0.756 -0.018 0.765 0.2 0.0 0.0 0.225
H 1.446 -0.662 2.284 0.0 0.0 0.0 0.236
Br 5.230 3.796 -0.026 0.2 0.4 0.1 0.011
C 4.240 2.156 -0.112 -0.2 -0.4 -0.4 -0.466
C 4.857 1.117 0.777 0.3 0.1 0.6 -0.438
Br 3.790 -0.501 0.667 0.2 -0.1 -0.1 -0.019
H 4.263 1.829 -1.148 0.0 0.0 0.0 0.227
H 3.212 2.365 0.165 0.0 0.1 0.1 0.233
H 4.881 1.422 1.821 -0.3 0.0 0.0 0.229
H 5.883 0.863 0.526 -0.1 0.0 -0.4 0.229

***

10
Properties=species:S:1:pos:R:3:forces:R:3:nbo_charge:R:1 method="wB97M-V/def2-TZVPD" lumo_ev=3.7 orbital_gap_ev=6.78 spin_multiplicity=1 total_charge=-1 relative_energy_ev=1.920
C 1.190 -0.181 -0.034 -1.2 1.6 1.4 -0.151
C 0.217 -1.195 -0.044 -1.4 1.4 0.1 -0.497
C 0.834 1.086 0.356 -1.2 0.1 -1.3 -0.534
C -1.080 -0.862 0.045 -1.0 1.9 0.0 -0.163
O -1.468 2.217 -0.729 0.5 -0.5 0.3 -0.983
S -2.513 -1.665 0.006 -0.3 0.1 0.2 -0.284
S -0.999 1.328 0.402 0.7 -2.0 0.0 1.007
H 2.123 -0.578 -0.240 2.4 0.1 -0.2 0.190
H 0.377 -2.212 -0.056 1.0 -2.1 -0.4 0.208
H 1.318 2.063 0.294 0.5 -0.7 0.0 0.208

***

18
Properties=species:S:1:pos:R:3:forces:R:3:nbo_charge:R:1 method="wB97M-V/def2-TZVPD" smiles="COC(=O)CCSC" lumo_ev=0.8 orbital_gap_ev=9.35 spin_multiplicity=1 relative_energy_ev=2.872
C -3.043 0.314 -0.168 -3.2 -4.7 2.8 -0.256
O -1.923 -0.589 -0.437 -1.8 0.7 -1.4 -0.519
C -0.795 -0.256 0.150 1.7 -1.2 1.6 0.803
O -0.680 0.568 1.028 -0.3 0.2 -0.7 -0.617
C 0.358 -1.235 -0.276 -3.6 1.3 -2.9 -0.537
C 1.537 -1.119 0.638 0.2 2.4 1.0 -0.545
S 2.966 -0.260 -0.136 -0.8 0.8 0.2 0.196
C 2.135 1.363 -0.309 1.8 3.8 1.7 -0.802
H -3.202 0.167 1.055 -0.1 0.9 -3.4 0.208
H -4.080 0.052 -0.809 3.2 0.0 1.8 0.204
H -2.824 1.254 -0.445 1.1 3.4 -0.5 0.180
H -0.227 -2.209 -0.451 1.4 0.9 0.8 0.254
H 0.436 -0.890 -1.421 0.8 -0.7 2.4 0.246
H 1.884 -2.074 0.841 0.8 -1.8 0.7 0.227
H 1.329 -0.547 1.662 0.0 -1.3 -2.4 0.256
H 3.002 2.279 -0.589 -2.4 -3.0 0.6 0.238
H 1.387 1.367 -1.146 0.5 0.1 1.2 0.215
H 1.741 1.814 0.813 0.7 -1.6 -3.4 0.250

***

16
Properties=species:S:1:pos:R:3:forces:R:3:nbo_charge:R:1 method="wB97M-V/def2-TZVPD" lumo_ev="-5.2 / -5.2" orbital_gap_ev="6.70 / 9.89" spin_multiplicity=2 total_charge=+1 relative_energy_ev=0.000
O -1.732 -1.161 0.624 1.7 0.0 0.5 -0.808
C -2.060 0.071 0.246 0.4 0.9 -1.5 0.057
C -1.060 0.695 -0.710 -1.9 0.6 -0.7 -0.181
O 0.206 0.603 -0.057 0.6 -0.6 0.9 -0.656
C 1.359 0.026 -0.754 0.9 0.5 -1.4 -0.128
C 2.000 -0.985 0.179 -1.0 -0.1 0.7 -0.865
Al 0.116 -0.885 1.160 -1.1 -0.3 -1.5 1.899
H -3.073 0.499 0.188 0.2 -0.9 0.4 0.213
H -1.299 1.750 -0.916 0.2 -0.3 0.0 0.227
H -1.033 0.152 -1.673 0.2 0.1 0.3 0.216
H 2.002 0.878 -1.027 -0.1 -0.4 0.2 0.235
H 0.989 -0.442 -1.679 0.1 0.1 0.3 0.217
H 2.892 -0.583 0.681 -0.5 -0.3 0.1 0.266
H 2.255 -1.919 -0.340 -0.2 0.2 0.4 0.271
H -0.793 1.053 1.697 -0.8 -1.9 1.8 0.599
F -0.769 0.248 2.382 1.5 2.2 -0.5 -0.563

***

45
Properties=species:S:1:pos:R:3:forces:R:3:nbo_charge:R:1 method="wB97M-V/def2-TZVPD" smiles=CCO.CCO.CCO.CO.CO.CO lumo_ev=0.2 orbital_gap_ev=10.24 spin_multiplicity=1 relative_energy_ev=5.266
C -0.982 3.034 1.267 1.4 -0.3 0.9 -0.618
C -2.265 3.311 0.580 1.6 -0.8 -0.6 -0.064
O -3.180 3.477 1.582 -2.5 1.5 1.2 -0.721
H -0.251 2.738 0.564 0.9 -0.3 -1.0 0.197
H -1.027 2.192 1.994 -0.4 0.8 -0.4 0.203
H -0.541 3.900 1.753 -0.3 0.2 0.3 0.207
H -2.502 2.405 0.087 -0.3 -0.9 -1.2 0.156
H -2.095 4.082 -0.228 -0.9 -0.1 1.2 0.163
H -3.743 2.700 1.689 0.2 0.3 -0.3 0.476
C -0.486 -0.372 1.149 -1.8 -1.7 -2.5 -0.645
C -0.737 -1.556 2.031 2.5 0.0 0.6 -0.059
O -0.798 -1.156 3.344 -0.9 0.7 2.5 -0.715
H 0.230 0.309 1.531 0.7 0.4 0.4 0.203
H -1.451 0.127 1.024 0.2 0.3 -0.1 0.208
H -0.194 -0.781 0.134 -0.1 1.0 1.1 0.222
H 0.136 -2.230 2.034 -0.4 -0.4 -0.9 0.138
H -1.650 -2.071 1.936 -1.0 -0.8 -1.1 0.183
H -0.097 -0.536 3.506 0.5 0.3 0.3 0.457
C 0.415 -2.573 -1.626 -4.4 -0.5 0.2 -0.600
C 0.230 -3.980 -2.220 0.3 2.5 0.7 -0.065
O 0.234 -4.743 -1.083 1.7 -2.1 0.8 -0.719
H 0.436 -1.847 -2.354 0.4 1.9 -1.9 0.197
H 1.237 -2.454 -0.990 1.3 -0.3 0.8 0.217
H -0.549 -2.326 -1.040 1.4 -0.5 -0.5 0.168
H 1.097 -4.064 -2.820 1.2 -1.2 -0.6 0.168
H -0.614 -4.182 -2.873 -0.4 0.5 0.1 0.164
H -0.617 -5.040 -0.847 -1.5 -0.5 0.2 0.471
C -1.243 1.894 -2.534 -1.9 -1.5 -1.2 -0.256
O -1.008 0.836 -1.597 0.4 0.2 -0.3 -0.756
H -2.078 2.474 -2.202 -0.7 0.4 0.2 0.172
H -1.486 1.554 -3.580 0.3 0.0 1.0 0.177
H -0.451 2.574 -2.625 1.7 0.5 0.3 0.189
H -1.476 0.009 -1.799 0.1 0.7 -0.2 0.492
C 2.744 -0.824 1.172 1.1 -5.0 -2.0 -0.245
O 3.103 -1.925 2.133 0.6 2.0 -1.0 -0.750
H 3.538 -0.605 0.393 -0.6 -0.5 1.3 0.186
H 2.498 -0.014 1.701 -0.7 3.2 2.1 0.159
H 1.867 -1.151 0.606 0.2 0.2 0.1 0.180
H 2.487 -2.650 2.090 -0.4 -0.1 -0.4 0.470
C 2.150 1.789 -0.397 -3.1 0.0 -1.8 -0.262
O 1.790 0.850 -1.470 2.6 0.4 0.5 -0.766
H 2.186 2.838 -0.862 0.2 -1.4 1.2 0.176
H 3.002 1.483 0.155 1.1 -0.1 -0.2 0.185
H 1.286 1.614 0.277 0.7 1.1 0.1 0.172
H 0.854 0.898 -1.587 -1.1 -0.1 0.1 0.484

***

76
Properties=species:S:1:pos:R:3:forces:R:3:mulliken_charge:R:1 method="wB97M-V/def2-TZVPD" lumo_ev=-5.5 orbital_gap_ev=5.20 spin_multiplicity=1 total_charge=+1
O 1.606 -6.430 -0.632 -0.7 0.1 -0.1 -0.652
P 1.854 -5.123 -0.053 0.9 -2.2 -0.8 0.779
O 3.134 -4.429 -0.683 -1.0 1.0 0.4 -0.520
O 2.033 -5.093 1.498 0.1 0.4 -0.5 -0.370
N 0.533 -4.002 -0.356 1.2 0.5 0.6 0.671
C 0.781 -2.742 -0.451 -0.9 0.8 -0.3 -0.564
C -0.466 -1.923 -0.611 -0.5 0.1 0.5 -0.262
Cl -0.661 -1.188 -2.207 0.3 -0.1 -0.2 -0.106
C -1.493 -2.961 -0.157 0.2 0.4 0.5 -0.914
C -0.923 -4.308 -0.567 -0.5 0.1 -0.3 0.175
Br -0.995 -4.579 -2.516 -0.3 -0.1 0.1 0.067
C -1.545 -5.463 0.205 0.1 -0.5 -0.3 -0.912
C -1.590 -6.841 -0.474 0.3 -0.1 0.2 -0.591
O -2.753 -7.079 -1.228 -0.2 -0.1 0.2 -0.520
H 2.926 -4.201 -1.602 0.6 -0.2 -0.3 0.369
H 2.642 -5.819 1.716 -0.1 -0.1 0.5 0.368
H 1.746 -2.260 -0.386 0.3 -0.5 0.0 0.775
H -0.431 -1.074 0.068 0.2 0.0 0.2 0.441
H -1.387 -2.904 0.934 -0.1 -0.4 0.1 0.379
H -2.552 -2.792 -0.315 0.0 0.0 -0.7 0.473
H -1.079 -5.584 1.184 0.2 0.3 0.0 0.421
H -2.578 -5.168 0.389 -0.1 0.0 0.1 0.378
H -0.683 -7.019 -1.053 0.0 0.1 -0.1 0.342
H -1.577 -7.584 0.321 -0.1 -0.1 0.0 0.407
H -3.082 -6.274 -1.630 0.1 0.1 -0.2 0.340
C 3.851 -1.815 3.931 0.1 0.0 0.0 -1.660
C 3.183 -2.003 2.574 -0.1 0.1 0.2 0.745
C 3.105 -0.721 1.731 0.1 0.0 -0.1 -0.546
O 2.114 0.198 2.126 0.0 -0.1 0.0 -0.269
C 2.457 1.034 3.225 -0.2 0.1 0.0 -0.804
N 1.859 -2.607 2.786 -0.1 0.5 0.0 -0.471
H 3.186 -1.345 4.654 0.0 0.0 0.0 0.319
H 4.140 -2.780 4.344 0.0 0.0 0.0 0.401
H 4.751 -1.205 3.846 0.0 0.0 0.0 0.373
H 3.793 -2.714 2.005 0.0 0.0 -0.1 0.339
H 2.828 -1.007 0.708 0.1 0.1 0.0 -0.037
H 4.084 -0.231 1.662 0.0 0.0 0.1 0.526
H 3.518 1.295 3.212 0.0 0.0 0.0 0.365
H 2.203 0.562 4.175 0.1 0.0 0.0 0.281
H 1.871 1.947 3.135 0.0 0.0 -0.1 0.262
H 1.447 -2.840 1.891 0.0 -0.1 0.0 -0.222
H 1.253 -1.875 3.153 0.0 0.0 0.2 0.382
C -2.986 3.359 -2.529 0.1 0.1 -0.2 -1.313
C -2.772 1.997 -1.882 -0.2 0.2 0.1 0.805
C -3.969 1.045 -2.013 0.1 -0.2 -0.1 -0.523
O -5.055 1.325 -1.159 0.0 0.0 0.0 -0.420
C -5.920 2.362 -1.595 -0.1 0.0 0.2 -0.639
N -2.384 2.187 -0.478 0.0 -0.3 0.0 -0.445
H -3.609 4.014 -1.919 -0.1 -0.1 0.0 0.323
H -2.028 3.862 -2.660 0.0 0.0 0.1 0.158
H -3.454 3.259 -3.510 0.0 0.0 0.0 0.337
H -1.931 1.523 -2.399 0.0 -0.1 0.0 0.041
H -3.632 0.041 -1.725 0.0 0.0 0.0 0.032
H -4.307 0.978 -3.056 0.0 0.1 0.0 0.480
H -6.020 2.369 -2.683 0.0 0.0 0.0 0.300
H -5.575 3.338 -1.249 0.0 0.0 -0.1 0.234
H -6.900 2.178 -1.155 0.0 -0.1 0.0 0.268
H -2.132 1.285 -0.081 0.1 0.0 0.0 0.118
H -3.220 2.454 0.036 0.0 0.1 0.0 0.320
C 0.763 3.942 -0.077 0.1 -0.2 0.1 -1.171
C 1.333 4.527 -1.367 -0.2 0.2 0.2 0.277
C 2.390 5.617 -1.144 0.2 -0.1 -0.2 -0.721
O 1.878 6.869 -0.742 0.0 -0.1 0.1 -0.384
C 1.562 6.986 0.633 -0.1 0.1 -0.1 -0.632
N 0.226 5.006 -2.203 0.2 0.0 -0.1 -0.530
H 0.029 4.598 0.387 0.0 0.1 0.0 0.224
H 0.254 3.000 -0.277 -0.1 0.1 -0.1 0.176
H 1.557 3.749 0.649 0.0 0.0 0.0 0.315
H 1.828 3.711 -1.904 0.1 0.1 0.0 0.308
H 2.887 5.804 -2.100 0.0 0.1 0.0 0.380
H 3.167 5.278 -0.443 -0.1 0.0 0.1 0.393
H 2.260 6.419 1.256 0.0 0.0 0.0 0.278
H 0.539 6.659 0.835 0.0 -0.1 0.1 0.234
H 1.634 8.040 0.898 0.0 0.0 0.0 0.271
H 0.595 5.290 -3.107 0.0 -0.1 0.0 0.266
H -0.111 5.873 -1.793 -0.1 0.0 0.0 0.283

***

19
Properties=species:S:1:pos:R:3:forces:R:3:nbo_charge:R:1 method="wB97M-V/def2-TZVPD" lumo_ev="1.3 / -1.3" orbital_gap_ev="7.32 / 7.58" spin_multiplicity=3 relative_energy_ev=0.194
C -0.676 -0.135 -0.095 0.2 1.4 -1.4 -0.108
C -0.332 -1.591 -0.181 -0.1 -2.2 0.8 -0.411
C 0.756 -0.662 0.226 0.7 1.2 -1.6 -0.227
C 2.427 0.997 -0.971 0.2 0.2 1.3 -0.611
C 1.868 -0.431 -0.853 1.0 -0.3 2.0 -0.384
N -1.556 0.230 0.989 2.6 -1.4 -0.6 -0.218
N -2.777 0.572 0.709 -1.5 0.5 0.0 -0.095
N -3.554 0.951 1.752 0.9 0.6 1.5 -0.601
H -0.738 0.351 -1.175 -0.2 -0.5 2.5 0.193
H -0.721 -2.245 0.637 0.1 0.7 -0.9 0.230
H -0.295 -2.099 -1.183 0.1 0.7 1.1 0.216
H 1.222 -0.529 1.212 -1.0 -0.5 -0.1 0.231
H 3.253 0.964 -1.680 0.1 0.2 0.0 0.209
H 2.826 1.365 0.040 -0.5 -0.6 -1.4 0.201
H 1.704 1.748 -1.308 0.0 -0.2 0.0 0.206
H 2.784 -1.045 -0.452 -1.7 0.6 -1.1 0.201
H 1.519 -0.812 -1.810 0.2 -0.1 -0.1 0.199
H -3.192 1.412 2.664 -0.7 -0.7 -2.6 0.379
H -4.517 0.961 1.481 -0.2 0.2 0.4 0.387

***

no.,electronic energy (Ha)
1,-1086.47241
2,-15679.90222
3,-1025.79424
4,-745.08588
5,-649.67842
6,-812.14810
7,-4833.25078
8,-361.15585